ORCA calculation (the ωB97M-V functional and the def2-TZVPD basis) on the molecule C7H17N at a distorted geometry.

As for the HOMO-LUMO gap: 9.1 eV. The relative energy (zero: lowest compared OMol25 entry of this formula, charge and spin) is 0.9837 eV. The HOMO energy is -7.957 eV. As for the SMILES: CCCN(C)C(C)C. The value obtained for the total energy is -9024.2413 eV. The LUMO energy is 1.102 eV.

The geometry in XYZ format:
```
25
Properties=species:S:1:pos:R:3:forces:R:3:mulliken_charge:R:1
C -1.35951 -1.47989 -0.10135 -0.6 0.0 -0.5 -0.40
C -2.45091 -1.99174 0.83987 0.7 -0.4 0.3 -1.38
C -0.33140 -0.54916 0.56288 -0.4 0.1 0.1 -0.87
N -0.10266 0.68262 -0.17799 0.1 -0.3 -0.4 0.27
C -0.79435 1.81321 0.37494 -0.2 0.8 -0.2 -1.25
C 2.26789 1.30686 0.31603 -0.4 -1.8 0.3 -1.28
C 1.22038 0.91407 -0.74504 0.0 0.2 0.6 0.09
C 1.67568 -0.25190 -1.59761 -0.1 -0.1 -0.3 -1.36
H -0.95032 -2.33597 -0.64608 0.4 0.1 0.1 0.33
H -1.86667 -0.88692 -0.86779 0.1 0.1 0.0 0.29
H -2.02776 -2.55157 1.67768 0.1 0.1 0.1 0.33
H -3.03559 -1.18317 1.25523 -0.2 0.3 0.1 0.35
H -3.09510 -2.69582 0.33209 -0.4 0.0 -0.2 0.41
H -0.79290 -0.27889 1.51359 0.2 0.1 0.3 0.46
H 0.61248 -1.04351 0.80016 -0.1 -0.1 0.0 0.43
H -0.59426 2.00955 1.44027 -0.1 -0.2 0.1 0.40
H -1.87363 1.71752 0.22082 0.0 -0.2 0.3 0.32
H -0.55627 2.75588 -0.13491 0.3 -0.3 -0.2 0.35
H 3.20117 1.62033 -0.14342 -0.1 0.6 0.2 0.43
H 2.53382 0.39376 0.87647 0.0 0.1 -0.1 0.28
H 1.79969 1.94582 1.06263 0.5 0.6 -0.2 0.34
H 1.11930 1.77156 -1.39030 -0.2 0.4 -0.4 0.39
H 2.73075 -0.13256 -1.81576 0.2 -0.1 -0.1 0.43
H 1.13697 -0.34177 -2.54484 -0.1 0.3 0.1 0.33
H 1.53320 -1.20831 -1.10757 0.2 -0.1 0.3 0.32
```
Positions in Å, forces in eV/Å.